1.
Computed, not measured: a structure of composition C20H33Cl2N2O4Y, with ωB97M-V/def2-TZVPD.

Results
spin multiplicity = 1
E_HOMO = -6.6 eV
energy relative to the best compared isomer or geometry (same formula, charge and spin) = 434.74 kJ/mol

Positions of all 62 atoms, in Å:
O  3.393  1.528  -0.998
C  2.460  1.836  -1.676
C  1.710  3.191  -1.785
C  1.135  3.879  -0.713
H  0.747  3.312  0.133
C  1.008  5.284  -0.803
H  0.636  5.852  0.046
C  1.360  5.984  -1.963
H  1.381  7.087  -1.995
C  1.868  5.236  -3.033
H  2.217  5.720  -3.931
C  1.975  3.848  -2.987
H  2.292  3.236  -3.833
H  2.362  1.327  -2.776
C  0.507  -0.440  -2.895
C  -0.039  0.477  -1.840
H  0.672  0.023  -3.907
H  -0.299  -1.240  -2.960
H  1.533  -0.817  -2.773
C  -0.921  1.495  -2.099
C  -1.936  1.324  -3.193
H  -0.982  2.481  -1.602
H  -1.874  2.106  -3.931
H  -2.930  1.447  -2.766
H  -1.790  0.416  -3.782
Y  -1.092  -0.379  -0.195
Cl  -1.915  1.665  1.068
Cl  -2.892  -1.607  -1.590
C  -3.208  -1.302  1.835
O  -1.960  -1.401  1.655
N  -3.870  -2.132  2.631
C  -3.196  -3.304  3.173
C  -5.298  -1.927  2.883
H  -3.836  -0.528  1.332
H  -2.147  -3.169  2.953
H  -3.560  -4.196  2.645
H  -3.363  -3.301  4.261
H  -5.541  -0.922  2.513
H  -5.512  -1.963  3.969
H  -5.938  -2.638  2.330
H  2.077  -4.990  -0.393
H  4.407  -3.793  -0.079
C  1.924  -4.216  -1.153
C  4.061  -3.067  -0.831
N  2.603  -2.995  -0.764
H  0.852  -4.089  -1.312
C  1.934  -1.921  -0.359
O  0.676  -1.911  -0.176
H  4.393  -2.054  -0.597
H  2.612  -1.067  -0.186
H  2.358  -4.601  -2.080
H  4.365  -3.383  -1.839
C  1.397  -0.710  3.891
C  0.505  0.074  2.984
C  -0.526  0.884  3.726
O  0.660  -0.015  1.762
H  1.274  -0.453  4.931
H  2.439  -0.600  3.628
H  1.185  -1.763  3.777
H  -1.084  1.484  2.979
H  -1.235  0.174  4.200
H  -0.033  1.528  4.493

Mulliken atomic charge list, values in e, 4 entries: O -0.565; C -0.114; C 0.934; C -0.120

***

2.
Computed, not measured: the molecule C20H33ClN2O4, with ωB97M-V/def2-TZVPD.

Results
spin multiplicity = 1
E_HOMO = -9.3 eV
energy relative to the best compared isomer or geometry (same formula, charge and spin) = 26.11 kJ/mol
SMILES string = CN(CC1(O)CN(C(=O)C[C@@H]2C[C@@H](O)C2(C)C)C1)C(=O)C1(Cl)CCCCC1

Positions of all 60 atoms, in Å:
C  -3.693  -2.741  -2.122
N  -2.655  -2.406  -1.156
C  -1.379  -2.009  -1.709
C  -1.435  -0.815  -2.656
O  -1.851  -1.264  -3.920
C  -2.152  0.428  -2.067
N  -0.835  1.007  -1.843
C  -0.519  2.230  -1.348
O  -1.375  2.982  -0.920
C  0.964  2.521  -1.264
C  1.457  2.084  0.109
C  1.025  2.917  1.334
C  2.429  2.729  1.926
O  2.390  1.674  2.872
C  2.944  2.313  0.512
C  3.838  1.092  0.439
C  3.578  3.507  -0.184
C  -0.111  0.003  -2.613
C  -3.082  -2.191  0.137
O  -4.268  -2.151  0.380
C  -2.036  -2.096  1.285
Cl  -2.954  -2.418  2.812
C  -1.466  -0.673  1.406
C  -0.378  -0.566  2.467
C  0.709  -1.610  2.247
C  0.122  -3.017  2.290
C  -0.963  -3.198  1.231
H  -4.463  -3.316  -1.617
H  -4.154  -1.854  -2.560
H  -3.241  -3.323  -2.924
H  -0.713  -1.729  -0.904
H  -0.914  -2.840  -2.253
H  -1.979  -0.507  -4.502
H  -2.757  0.974  -2.796
H  -2.743  0.274  -1.163
H  1.509  1.996  -2.054
H  1.103  3.593  -1.398
H  1.214  1.027  0.270
H  0.818  3.952  1.064
H  0.205  2.547  1.945
H  2.911  3.616  2.352
H  3.282  1.507  3.191
H  4.822  1.290  0.874
H  3.391  0.248  0.966
H  3.997  0.801  -0.603
H  4.547  3.730  0.268
H  3.741  3.309  -1.245
H  2.960  4.404  -0.100
H  0.736  -0.464  -2.103
H  0.205  0.344  -3.604
H  -1.050  -0.361  0.443
H  -2.295  0.005  1.618
H  0.055  0.433  2.447
H  -0.819  -0.704  3.457
H  1.192  -1.438  1.274
H  1.489  -1.500  3.004
H  0.900  -3.765  2.124
H  -0.297  -3.203  3.281
H  -1.465  -4.159  1.350
H  -0.490  -3.219  0.252

Mulliken atomic charge list, values in e, 4 entries: C -1.029; N 0.248; C -1.079; C 1.467

***

3.
Computed, not measured: a cluster of 3 separate species, C20H33F3O9 in total, with ωB97M-V/def2-TZVPD.

Results
spin multiplicity = 1
E_HOMO = -9.0 eV
energy relative to the best compared isomer or geometry (same formula, charge and spin) = 726.49 kJ/mol
SMILES string = O=C1C=CC(=O)C(COC(F)(F)F)=C1.COCCOCCOC.COCCOCCOC

Positions of all 65 atoms, in Å:
O  1.624  0.082  4.404
C  1.160  0.270  3.159
C  1.420  1.687  2.310
C  0.265  2.276  1.522
C  -1.152  1.392  1.598
O  -2.360  1.972  1.728
C  -0.923  -0.264  1.550
C  -1.918  -1.216  0.637
O  -1.234  -2.360  0.007
C  -0.236  -1.934  -0.987
F  1.168  -1.997  -0.520
F  -0.463  -0.593  -1.572
F  -0.342  -2.908  -2.135
C  0.233  -0.854  2.337
H  2.485  2.222  2.292
H  0.339  3.242  0.866
H  -2.698  -1.688  1.408
H  -2.589  -0.591  -0.125
H  0.482  -1.999  2.332
C  1.206  3.854  5.679
O  1.000  4.928  4.775
C  -0.268  5.559  4.919
C  -0.150  7.081  4.802
O  0.539  7.721  5.884
C  1.944  7.465  5.999
C  2.805  8.040  4.871
O  2.592  7.334  3.647
C  2.497  8.192  2.518
H  0.747  2.944  5.289
H  2.284  3.693  5.769
H  0.819  4.080  6.678
H  -0.740  5.306  5.879
H  -0.914  5.182  4.116
H  -1.165  7.494  4.815
H  0.276  7.377  3.844
H  2.132  6.399  6.148
H  2.254  7.950  6.933
H  3.863  7.931  5.129
H  2.586  9.113  4.763
H  1.874  9.070  2.727
H  2.022  7.630  1.712
H  3.492  8.500  2.197
C  -0.540  -8.256  -7.934
O  -1.322  -7.334  -7.191
C  -2.309  -7.953  -6.373
C  -2.403  -7.276  -5.003
O  -1.264  -7.464  -4.154
C  -0.043  -6.830  -4.557
C  -0.058  -5.299  -4.506
O  -0.892  -4.755  -5.530
C  -1.699  -3.677  -5.078
H  -1.068  -8.543  -8.846
H  0.394  -7.759  -8.209
H  -0.283  -9.143  -7.346
H  -2.106  -9.025  -6.233
H  -3.271  -7.858  -6.892
H  -3.246  -7.727  -4.468
H  -2.646  -6.218  -5.096
H  0.279  -7.198  -5.534
H  0.716  -7.178  -3.846
H  0.955  -4.921  -4.675
H  -0.383  -4.976  -3.505
H  -2.147  -3.888  -4.100
H  -2.511  -3.544  -5.795
H  -1.110  -2.760  -5.034

Mulliken atomic charge list, values in e, 4 entries: O -0.545; C 0.250; C -0.250; C -0.171

***

4.
Computed, not measured: the ion C20H33FN3O2 with charge +1, with ωB97M-V/def2-TZVPD.

Results
spin multiplicity = 1
E_HOMO = -13.0 eV
SMILES string = [H]/N=C(\C)Cc1cc(CC(=O)F)c(CCC(C)C)[n+](OC[C@H](C)C(C)C)n1
net charge = +1

Positions of all 59 atoms, in Å:
H  0.839  -5.196  -0.858
N  0.173  -4.428  -0.867
C  -0.352  -4.263  0.269
C  0.042  -5.129  1.466
C  -1.397  -3.156  0.464
C  -0.652  -1.839  0.412
C  0.484  -1.663  1.222
C  1.228  -0.531  1.202
C  2.436  -0.373  2.088
C  1.960  -0.675  3.528
O  0.945  -0.173  3.941
F  2.697  -1.498  4.270
C  0.776  0.477  0.305
C  1.507  1.772  0.132
C  2.450  1.684  -1.139
C  3.950  1.639  -0.816
C  4.706  2.023  -2.122
C  4.446  0.208  -0.443
N  -0.321  0.194  -0.361
O  -0.782  1.189  -1.204
C  -1.699  2.063  -0.442
C  -3.039  2.283  -1.122
C  -3.680  3.488  -0.367
C  -4.043  1.108  -1.026
C  -3.692  -0.101  -1.947
C  -4.340  0.639  0.425
N  -1.046  -0.878  -0.366
H  0.601  -6.013  1.165
H  0.611  -4.567  2.214
H  -0.887  -5.424  1.970
H  -2.053  -3.195  -0.406
H  -1.922  -3.277  1.412
H  0.767  -2.478  1.878
H  2.894  0.609  2.062
H  3.138  -1.170  1.824
H  2.083  2.005  1.025
H  0.830  2.607  -0.030
H  2.260  2.593  -1.714
H  2.142  0.820  -1.735
H  4.193  2.362  -0.032
H  5.751  1.724  -2.026
H  4.624  3.085  -2.351
H  4.287  1.390  -2.912
H  3.634  -0.525  -0.437
H  4.853  0.239  0.574
H  5.250  -0.126  -1.097
H  -1.772  1.735  0.595
H  -1.203  3.042  -0.413
H  -2.962  2.573  -2.174
H  -3.438  3.346  0.697
H  -4.767  3.463  -0.417
H  -3.258  4.447  -0.669
H  -4.994  1.495  -1.407
H  -4.557  -0.303  -2.588
H  -2.845  0.081  -2.609
H  -3.571  -1.009  -1.355
H  -3.479  0.704  1.097
H  -5.117  1.294  0.827
H  -4.692  -0.392  0.390

Mulliken atomic charge list, values in e, 4 entries: H 0.284; N -0.654; C 0.464; C -1.209

***

5.
Computed, not measured: a structure of composition C20H33GeN3O3Tl, with ωB97M-V/def2-TZVPD.

Results
spin multiplicity = 2
E_HOMO (alpha / beta) = -15.4 / -15.4 eV
energy relative to the best compared isomer or geometry (same formula, charge and spin) = 6.52 kJ/mol
net charge = +2

Positions of all 61 atoms, in Å:
Tl  1.564  0.784  0.364
C  -1.620  1.024  -3.283
C  -1.058  -0.378  -3.442
C  0.262  -0.368  -4.217
C  -2.064  -1.323  -4.076
O  -0.675  -0.914  -2.135
Ge  -1.408  -0.979  -0.594
O  -0.506  -1.892  0.540
C  0.009  -3.261  0.611
C  -1.147  -4.202  0.902
C  0.713  -3.615  -0.688
C  0.988  -3.206  1.785
O  -1.791  0.557  0.074
C  -2.724  1.041  1.087
C  -4.109  1.121  0.471
C  -2.185  2.431  1.434
C  -2.696  0.120  2.295
H  -1.821  1.455  -4.262
H  -0.910  1.667  -2.759
H  -2.559  0.998  -2.723
H  0.068  -0.058  -5.243
H  0.703  -1.364  -4.230
H  0.965  0.331  -3.762
H  -2.358  -0.956  -5.058
H  -2.961  -1.385  -3.451
H  -1.642  -2.321  -4.188
H  -1.864  -4.179  0.077
H  -1.656  -3.919  1.823
H  -0.783  -5.222  1.006
H  -0.004  -3.656  -1.512
H  1.185  -4.592  -0.601
H  1.481  -2.876  -0.925
H  0.478  -2.866  2.686
H  1.814  -2.527  1.562
H  1.394  -4.200  1.966
H  -4.102  1.749  -0.420
H  -4.814  1.543  1.185
H  -4.458  0.121  0.198
H  -2.152  3.058  0.544
H  -1.184  2.352  1.863
H  -2.844  2.896  2.166
H  -3.065  -0.874  2.023
H  -3.338  0.514  3.081
H  -1.681  0.025  2.685
C  3.516  3.087  1.074
C  4.356  1.976  1.145
C  4.698  1.288  -0.016
C  4.208  1.713  -1.249
C  3.365  2.818  -1.320
C  3.011  3.501  -0.158
H  3.300  3.662  1.965
H  4.782  1.679  2.095
H  5.387  0.454  0.032
H  4.512  1.206  -2.156
H  3.021  3.174  -2.283
H  2.398  4.391  -0.219
N  1.558  1.283  2.926
C  1.723  1.450  4.072
N  2.009  1.585  5.295
C  1.547  1.904  6.430
N  1.164  2.177  7.508

Mulliken atomic charge list, values in e, 4 entries: Tl 0.872; C -1.359; C 1.312; C -1.618

***

6.
Computed, not measured: the molecule C20H33IO3, with ωB97M-V/def2-TZVPD.

Results
spin multiplicity = 1
E_HOMO = -9.8 eV
energy relative to the best compared isomer or geometry (same formula, charge and spin) = 398.29 kJ/mol
SMILES string = CCCCCCCCCCCCCCCCC1=C(I)C(=O)OC1=O

Positions of all 57 atoms, in Å:
C  1.891  0.119  3.506
C  2.788  -0.178  2.207
C  3.764  1.046  1.783
C  3.006  1.857  0.583
C  3.394  1.285  -0.882
C  2.205  0.479  -1.612
C  2.614  -0.976  -2.160
C  2.380  -2.180  -1.113
C  0.802  -2.599  -0.972
C  0.469  -2.745  0.593
C  -0.977  -2.207  1.037
C  -1.377  -0.774  0.438
C  -2.446  0.048  1.309
C  -2.204  1.640  1.273
C  -2.020  2.264  -0.195
C  -3.398  2.474  -1.003
C  -3.987  1.149  -1.663
C  -3.397  0.206  -2.542
I  -1.392  0.218  -3.351
C  -4.479  -0.923  -2.872
O  -4.272  -1.928  -3.577
O  -5.660  -0.553  -2.160
C  -5.509  0.678  -1.431
O  -6.420  1.253  -0.797
H  1.142  -0.762  3.590
H  2.468  0.149  4.490
H  1.250  1.074  3.404
H  2.045  -0.294  1.326
H  3.328  -1.174  2.353
H  4.024  1.712  2.672
H  4.709  0.553  1.335
H  3.248  2.963  0.730
H  1.858  1.753  0.716
H  3.670  2.218  -1.512
H  4.372  0.678  -0.809
H  1.315  0.424  -0.896
H  1.915  1.104  -2.541
H  3.751  -0.938  -2.377
H  2.128  -1.184  -3.191
H  2.904  -3.099  -1.543
H  2.839  -1.849  -0.120
H  0.642  -3.568  -1.573
H  0.222  -1.780  -1.518
H  1.272  -2.302  1.290
H  0.475  -3.882  0.821
H  -1.759  -3.020  0.850
H  -0.934  -2.076  2.189
H  -0.445  -0.130  0.292
H  -1.848  -0.976  -0.601
H  -2.353  -0.271  2.411
H  -3.524  -0.198  0.984
H  -1.201  1.819  1.828
H  -2.992  2.221  1.862
H  -1.583  3.326  -0.042
H  -1.225  1.679  -0.768
H  -4.178  2.873  -0.248
H  -3.307  3.303  -1.802

Mulliken atomic charge list, values in e, 4 entries: C -1.079; C 0.683; C -0.772; C -0.141

***

What are the largest force on an atom values for these records? In order: 5.0, 0.1, 8.6, 2.7, 1.4, 5.6 eV/A.